188
Properties=species:S:1:pos:R:3 method="wB97M-V/def2-TZVPD" energy_ev=-361026.2332 mol_weight_g_mol=1863.9
O 8.798 9.721 21.509
S 7.451 9.384 21.880
O 6.986 8.135 21.419
O 7.277 9.356 23.412
C 8.131 10.189 24.351
C 8.635 9.206 25.401
C 6.390 10.716 21.453
H 7.608 11.057 24.720
H 9.068 10.593 23.989
H 9.447 9.675 26.018
H 9.059 8.261 24.974
H 7.850 8.916 26.055
H 5.353 10.325 21.633
H 6.470 10.881 20.376
H 6.577 11.623 21.980
O 6.192 13.114 24.400
S 4.864 12.591 24.779
O 3.671 13.050 24.105
O 4.998 11.026 24.755
C 3.818 10.170 25.188
C 4.244 8.804 24.695
C 4.702 13.112 26.513
H 2.972 10.535 24.615
H 3.733 10.274 26.280
H 3.621 8.015 25.160
H 5.277 8.639 25.055
H 4.238 8.652 23.664
H 3.881 12.560 26.970
H 4.500 14.163 26.505
H 5.619 12.767 26.990
O 8.866 13.441 18.068
S 8.119 12.227 17.764
O 6.701 12.280 18.104
O 8.248 11.803 16.229
C 8.602 12.874 15.191
C 7.342 13.539 14.729
C 9.000 10.929 18.625
H 9.176 12.318 14.420
H 9.360 13.543 15.669
H 6.878 13.982 15.586
H 6.585 12.908 14.208
H 7.553 14.326 14.041
H 9.030 11.055 19.707
H 10.010 10.944 18.288
H 8.733 9.896 18.453
O 7.311 13.494 28.673
S 6.540 14.588 29.199
O 5.102 14.648 29.063
O 6.830 14.710 30.787
C 8.255 14.475 31.172
C 8.331 13.174 32.050
C 7.264 16.112 28.589
H 8.528 15.347 31.802
H 8.848 14.501 30.302
H 9.312 12.792 32.231
H 7.677 12.395 31.614
H 7.971 13.387 33.095
H 8.346 16.159 28.806
H 6.745 16.966 29.006
H 7.089 16.076 27.496
O 6.822 16.436 22.316
S 5.829 16.731 23.359
O 5.925 16.382 24.700
O 5.686 18.320 23.342
C 5.774 19.013 22.046
C 4.302 19.231 21.495
C 4.210 16.130 22.790
H 6.399 18.433 21.416
H 6.354 19.921 22.293
H 4.079 18.246 21.064
H 4.255 19.944 20.718
H 3.523 19.427 22.274
H 3.408 16.734 23.366
H 4.154 15.128 23.218
H 4.193 16.125 21.692
O 11.823 14.640 21.121
S 10.495 14.290 21.503
O 10.097 12.945 21.198
O 10.353 14.678 23.040
C 9.092 14.129 23.633
C 9.099 14.531 25.088
C 9.354 15.418 20.767
H 9.152 13.044 23.626
H 8.287 14.546 23.099
H 9.297 15.602 25.183
H 9.973 14.109 25.581
H 8.145 14.162 25.556
H 8.341 15.363 21.192
H 9.473 15.318 19.684
H 9.713 16.416 21.021
C 12.880 12.365 17.686
C 13.910 13.407 17.635
O 13.360 14.746 17.676
C 13.818 15.567 18.584
O 14.654 15.419 19.443
C 13.163 16.984 18.377
F 13.716 17.520 17.241
F 11.858 16.873 18.115
F 13.379 17.858 19.362
H 12.238 12.369 18.561
H 13.305 11.433 17.500
H 12.129 12.450 16.870
H 14.504 13.389 16.776
H 14.624 13.377 18.442
C 8.674 10.259 29.081
C 10.068 10.157 29.600
O 10.992 10.733 28.696
C 11.092 12.066 28.815
O 10.486 12.804 29.504
C 12.065 12.587 27.753
F 11.315 12.697 26.604
F 12.521 13.825 28.040
F 13.127 11.862 27.486
H 8.459 11.330 28.851
H 8.016 9.850 29.773
H 8.462 9.698 28.130
H 10.466 9.127 29.733
H 10.037 10.783 30.499
C 16.698 17.957 21.547
C 16.943 18.197 20.069
O 17.706 17.001 19.668
C 17.671 16.715 18.396
O 17.057 17.252 17.526
C 18.500 15.420 18.078
F 19.752 15.528 18.541
F 17.840 14.472 18.809
F 18.531 15.113 16.791
H 17.643 17.652 21.986
H 15.924 17.181 21.864
H 16.367 18.874 22.026
H 17.528 19.121 19.943
H 16.064 18.212 19.408
Cl 11.824 18.107 21.877
C 11.067 18.622 23.443
C 9.638 18.939 23.114
Cl 8.792 19.366 24.614
H 11.541 19.554 23.795
H 11.093 17.845 24.239
H 9.067 18.139 22.668
H 9.513 19.782 22.468
Cl 4.659 16.356 18.749
C 5.468 14.771 18.802
C 5.783 14.214 20.152
Cl 4.416 13.365 20.898
H 6.392 14.933 18.182
H 4.832 14.122 18.243
H 6.023 15.040 20.862
H 6.551 13.493 20.032
Cl 8.619 16.591 16.869
C 8.282 18.363 16.695
C 7.557 18.854 17.994
Cl 8.595 18.693 19.442
H 7.666 18.514 15.820
H 9.267 18.898 16.573
H 6.737 18.227 18.096
H 7.292 19.919 17.903
Cl 12.362 10.855 24.166
C 12.073 10.376 22.471
C 13.061 9.347 22.015
Cl 12.680 7.721 22.834
H 12.197 11.234 21.871
H 11.056 9.997 22.578
H 14.057 9.656 22.266
H 13.036 9.106 20.967
Cl 10.365 15.290 13.532
C 11.703 15.920 14.478
C 12.996 16.076 13.710
Cl 13.738 14.585 13.263
H 11.793 15.281 15.420
H 11.368 16.859 14.890
H 13.744 16.635 14.277
H 12.812 16.618 12.763
Cl 15.726 14.035 23.680
C 14.008 14.425 23.455
C 13.248 15.099 24.613
Cl 13.806 16.793 24.852
H 13.519 13.497 23.222
H 13.888 15.082 22.566
H 13.427 14.619 25.549
H 12.189 15.180 24.333
Cl 10.899 16.420 28.373
C 10.637 18.025 27.656
C 12.030 18.665 27.252
Cl 12.973 19.039 28.707
H 10.111 18.593 28.407
H 10.068 17.941 26.725
H 11.849 19.624 26.772
H 12.614 18.020 26.551

43
Properties=species:S:1:pos:R:3 method="wB97M-V/def2-TZVPD" total_charge=+3 energy_ev=-120396.9164 mol_weight_g_mol=683.3 spin_multiplicity=5
Pt 0.909 -1.737 1.196
F -5.429 -3.547 -1.170
C -4.618 -2.619 -0.756
C -4.721 -1.207 -1.189
F -5.574 -0.816 -2.018
C -3.627 -0.261 -0.791
F -3.797 0.936 -1.073
C -2.486 -0.654 -0.175
P -1.271 0.828 -0.021
C -0.807 0.583 1.780
C -1.733 0.712 2.763
C -1.384 0.343 4.034
C -0.070 0.048 4.389
C 0.887 0.079 3.408
C 0.566 0.288 2.058
C 0.964 0.727 -1.500
C 1.133 0.230 -2.881
C 1.977 0.751 -3.827
C 2.787 1.980 -3.820
C 3.103 2.600 -2.669
C 2.300 2.307 -1.317
C -2.478 -1.980 0.241
Br -1.279 -2.725 1.565
C -3.517 -2.940 0.050
F -3.402 -4.149 0.392
H -2.705 1.106 2.618
H -2.139 0.384 4.801
H 0.206 -0.185 5.450
H 1.957 -0.049 3.591
H 1.397 0.835 1.496
H 0.816 -0.788 -3.059
H 2.316 0.102 -4.689
H 3.340 2.272 -4.709
H 3.849 3.343 -2.498
H 2.563 3.118 -0.592
N 2.940 -1.090 0.488
N 3.202 0.233 -0.152
C 2.325 0.907 -0.820
O 0.831 2.157 -1.390
O -0.112 0.002 -0.878
H 3.314 -1.041 1.418
H 3.481 -1.800 -0.007
H 3.984 0.719 0.261

129
Properties=species:S:1:pos:R:3 method="wB97M-V/def2-TZVPD" total_charge=+1 energy_ev=-75795.1516 mol_weight_g_mol=776.9
C 3.919 0.651 47.111
C 3.016 1.323 45.943
C 3.998 1.994 44.871
C 3.248 2.317 43.590
C 1.892 1.712 43.386
C 1.810 0.270 43.982
N 2.088 0.390 45.340
O 1.496 -0.360 46.132
C 2.922 -0.593 43.300
C 0.478 -0.360 43.586
C 2.308 2.426 46.631
H 3.440 0.117 48.002
H 4.690 1.423 47.472
H 4.699 -0.126 46.612
H 4.771 1.150 44.771
H 4.600 2.900 45.240
H 3.910 2.108 42.656
H 3.268 3.380 43.700
H 1.636 1.608 42.381
H 1.161 2.312 43.835
H 3.882 -0.569 43.593
H 2.687 -0.772 42.137
H 2.825 -1.544 43.630
H -0.326 0.016 43.903
H 0.165 -1.265 44.054
H 0.225 -0.592 42.622
H 1.655 3.000 46.084
H 2.881 3.037 47.057
H 1.647 1.766 47.283
C 7.953 1.764 50.356
C 6.898 1.275 49.298
O 7.287 1.655 48.011
O 7.494 1.076 51.503
H 7.989 2.866 50.378
H 8.862 1.298 50.286
H 5.852 1.618 49.657
H 6.978 0.318 49.185
H 7.149 2.657 48.041
H 8.260 0.984 51.960
C 1.562 4.412 49.575
C 1.996 5.445 48.553
O 0.807 6.226 48.401
O 2.496 3.422 49.723
H 0.506 3.861 49.314
H 1.623 4.700 50.604
H 2.019 4.883 47.491
H 2.643 6.016 48.796
H 1.189 6.809 49.122
H 2.978 3.375 50.652
C 3.017 -5.223 40.712
C 3.007 -3.974 41.630
O 3.947 -4.077 42.544
O 1.942 -5.119 39.827
H 2.663 -6.201 41.207
H 4.010 -5.278 40.226
H 2.042 -3.862 42.167
H 3.179 -3.179 40.809
H 4.331 -3.254 42.635
H 1.840 -6.052 39.504
C 5.646 0.536 38.954
C 5.457 1.005 40.413
O 4.969 -0.266 41.058
O 6.086 1.651 38.227
H 4.664 0.279 38.508
H 6.365 -0.333 38.865
H 4.919 1.964 40.262
H 6.406 1.269 40.931
H 5.640 -0.769 41.449
H 6.904 2.072 38.432
C -1.527 0.613 48.762
C -2.225 1.237 47.528
O -1.434 2.224 46.927
O -2.539 -0.260 49.417
H -1.284 1.338 49.580
H -0.568 0.136 48.220
H -3.003 1.766 47.797
H -2.668 0.390 46.851
H -1.558 3.110 47.340
H -3.021 0.524 49.730
C 6.053 -3.457 47.312
C 4.606 -3.473 47.966
O 4.018 -4.725 47.649
O 6.002 -3.568 45.906
H 6.785 -4.018 48.071
H 6.380 -2.494 47.522
H 3.888 -2.701 47.580
H 4.622 -3.505 48.958
H 4.135 -5.186 48.389
H 5.743 -4.388 45.689
C 1.101 -0.226 39.552
C 1.245 -1.672 39.101
O 0.636 -2.582 39.969
O 2.193 0.459 38.825
H 1.289 0.027 40.551
H 0.235 0.321 39.381
H 2.257 -1.875 38.850
H 0.595 -1.873 38.355
H 1.086 -3.424 39.852
H 2.243 0.281 37.817
C 2.381 6.657 42.977
C 1.920 5.498 42.052
O 1.053 4.789 42.971
O 3.159 7.627 42.259
H 2.987 6.277 43.799
H 1.545 7.193 43.535
H 2.788 4.925 41.473
H 1.334 5.799 41.249
H 0.371 4.425 42.390
H 3.969 7.132 42.130
C 5.266 5.105 46.990
C 6.630 4.535 46.464
O 7.422 4.376 47.665
O 4.419 5.422 45.955
H 5.206 6.164 47.380
H 4.637 4.414 47.565
H 7.268 5.336 45.905
H 6.673 3.567 45.932
H 7.731 5.249 48.110
H 3.827 6.061 46.298
C 1.853 0.085 51.249
C 2.307 -1.328 51.686
O 3.297 -1.892 50.750
O 0.615 0.426 51.926
H 1.720 0.253 50.119
H 2.762 0.770 51.127
H 1.566 -2.137 51.674
H 2.659 -1.447 52.687
H 4.026 -1.860 51.399
H 0.160 -0.188 52.448

16
Properties=species:S:1:pos:R:3 method="wB97M-V/def2-TZVPD" total_charge=+2 energy_ev=-8740.6662 mol_weight_g_mol=99.1 spin_multiplicity=3
C -2.254 1.710 -0.208
C 0.090 -1.943 -0.334
C -0.395 0.129 0.647
C 1.271 -0.001 -1.120
N -1.192 1.161 0.114
N -0.196 0.019 1.933
N 0.316 -0.687 -0.291
H -2.202 2.745 -0.553
H -3.240 1.240 -0.193
H 0.616 -2.584 -1.034
H -0.645 -2.412 0.312
H 1.886 -0.713 -1.671
H 1.920 0.637 -0.513
H 0.763 0.649 -1.839
H -0.718 0.589 2.596
H 0.533 -0.564 2.335

99
Properties=species:S:1:pos:R:3 method="wB97M-V/def2-TZVPD" total_charge=-1 energy_ev=-58195.3367 mol_weight_g_mol=596.6
C -3.363 -1.026 3.985
C -4.837 -1.148 3.844
C -5.547 0.147 3.584
C -4.739 1.365 3.814
C -3.983 1.753 2.604
C -3.262 3.031 2.811
C -2.005 2.971 3.614
C -0.881 2.217 2.952
C -0.262 3.165 1.970
C 1.031 3.803 2.358
C 2.279 3.286 1.708
C 2.105 3.186 0.229
C 3.067 3.928 -0.616
C 2.499 3.881 -1.998
C 2.112 2.477 -2.385
C 0.698 2.077 -2.239
C 0.779 0.559 -2.203
C 0.653 -0.047 -0.850
C 1.372 -1.371 -0.986
C 1.569 -2.179 0.278
B 3.147 -2.747 0.192
N 4.221 -1.726 0.715
C 3.313 -4.259 0.900
P 4.477 -4.315 2.246
O 4.185 -5.429 3.097
O 4.439 -3.030 3.172
O 5.969 -4.553 1.748
H -2.925 -0.829 3.061
H -3.075 -0.355 4.724
H -3.024 -1.959 4.267
H -4.987 -1.777 3.030
H -5.198 -1.648 4.686
H -6.366 0.183 4.234
H -5.938 0.166 2.624
H -5.421 2.147 3.963
H -4.139 1.333 4.662
H -3.330 0.996 2.308
H -4.672 1.900 1.839
H -3.932 3.639 3.337
H -3.106 3.472 1.880
H -2.204 2.548 4.546
H -1.673 3.954 3.692
H -0.182 1.892 3.646
H -1.249 1.381 2.449
H -0.202 2.642 1.072
H -0.978 3.905 1.820
H 1.146 3.680 3.387
H 0.981 4.828 2.196
H 3.037 3.976 1.921
H 2.608 2.400 2.134
H 1.160 3.550 0.005
H 2.115 2.173 0.014
H 3.071 4.923 -0.300
H 4.034 3.543 -0.611
H 3.233 4.171 -2.684
H 1.689 4.527 -2.079
H 2.691 1.796 -1.853
H 2.381 2.351 -3.374
H 0.256 2.474 -1.388
H 0.119 2.361 -3.064
H 0.108 0.144 -2.881
H 1.741 0.325 -2.524
H 1.160 0.531 -0.144
H -0.340 -0.189 -0.589
H 0.803 -1.913 -1.671
H 2.304 -1.141 -1.401
H 1.331 -1.627 1.154
H 0.915 -2.998 0.186
H 3.354 -2.913 -1.019
H 4.310 -0.996 0.074
H 3.825 -1.273 1.502
H 2.413 -4.634 1.271
H 3.667 -4.920 0.182
H 5.044 -2.438 2.823
H 6.250 -5.217 2.297
F 2.894 0.287 -4.638
C 1.993 0.135 -5.621
C 1.719 -1.129 -6.087
C 0.788 -1.285 -7.095
C 0.151 -0.180 -7.628
C 0.442 1.084 -7.150
C 1.366 1.246 -6.135
H 2.232 -1.979 -5.661
H 0.558 -2.271 -7.464
H -0.574 -0.304 -8.417
H -0.051 1.947 -7.567
H 1.601 2.224 -5.741
F -2.811 -1.304 -0.236
C -2.862 -2.610 -0.566
C -2.290 -3.538 0.272
C -2.349 -4.874 -0.067
C -2.967 -5.266 -1.240
C -3.532 -4.319 -2.074
C -3.485 -2.980 -1.734
H -1.803 -3.213 1.180
H -1.910 -5.611 0.586
H -3.007 -6.311 -1.505
H -4.010 -4.622 -2.991
H -3.928 -2.225 -2.368